78
Properties=species:S:1:pos:R:3:forces:R:3 method="wB97M-V/def2-TZVPD" homo_lumo_gap_ev="4.759 / 4.762" largest_force_ev_per_a=2.2 total_charge=-1 lumo_energy_ev="1.50 / 1.50" homo_ev="-3.26 / -3.26" spin_multiplicity=2
Ti -0.690 -1.481 -0.251 0.29 -2.06 0.78
O -0.710 -1.763 1.776 0.36 0.38 -0.52
N 0.391 -2.181 2.293 -0.06 -0.05 0.21
N 1.355 -2.256 1.484 0.24 0.20 0.23
O 1.264 -1.874 0.221 -0.70 0.41 0.08
C 2.668 -2.537 1.999 0.02 -0.08 -0.08
C 3.696 -2.688 1.087 -0.01 0.02 0.06
C 4.986 -2.869 1.567 0.00 0.01 -0.02
C 5.231 -2.909 2.930 0.00 0.00 0.00
C 4.174 -2.806 3.827 -0.03 0.01 0.00
C 2.880 -2.623 3.369 0.01 -0.06 -0.03
H 3.470 -2.723 0.032 0.01 0.05 0.00
H 5.795 -3.012 0.863 0.00 0.00 0.00
H 6.241 -3.044 3.296 -0.01 -0.04 0.00
H 4.354 -2.882 4.892 0.00 0.00 0.00
H 2.044 -2.583 4.050 -0.01 0.04 0.01
C -2.326 -2.293 -3.463 -0.13 0.15 -0.03
Se -2.860 -2.027 -1.589 -0.47 0.28 -1.44
C -4.047 -0.438 -1.945 -0.05 -0.33 0.44
C -5.101 -0.556 -0.843 0.08 -0.14 0.17
Se -4.274 -1.177 0.850 -0.29 0.56 0.62
C -4.974 -2.971 1.087 0.01 -0.03 -0.25
H -1.890 -1.390 -3.891 0.07 -0.03 0.04
H -3.212 -2.558 -4.039 0.01 -0.06 0.03
H -1.610 -3.109 -3.458 -0.01 0.00 0.02
H -4.475 -0.549 -2.941 -0.03 0.07 -0.01
H -3.519 0.511 -1.857 0.17 -0.09 -0.08
H -5.872 -1.278 -1.107 -0.01 0.01 0.05
H -5.568 0.394 -0.592 -0.09 0.01 -0.14
H -6.004 -2.951 1.432 0.00 0.01 0.01
H -4.325 -3.430 1.831 -0.03 -0.01 0.00
H -4.878 -3.529 0.157 0.03 0.01 0.03
O -1.439 0.580 -0.174 0.01 -0.42 -0.13
P -0.267 1.500 -0.374 0.11 -0.30 -0.10
N 0.352 1.224 -1.888 0.08 0.37 0.07
C -0.673 1.337 -2.956 -0.05 -0.18 0.01
C 0.149 1.350 -4.233 -0.01 0.00 0.01
C 1.368 2.182 -3.842 0.03 -0.06 0.01
C 1.634 1.788 -2.386 -0.04 -0.05 -0.01
N 0.898 1.163 0.725 0.03 0.58 0.07
C 0.450 1.301 2.137 -0.05 -0.04 0.02
C 1.729 1.141 2.955 -0.01 0.00 -0.01
C 2.827 1.627 2.012 0.00 -0.08 0.01
C 2.372 1.083 0.664 -0.01 -0.22 -0.08
N -0.852 3.040 -0.255 0.20 -0.01 0.15
C -2.111 3.365 0.438 -0.09 -0.01 -0.04
C -1.745 4.556 1.315 0.00 0.00 -0.01
C -0.709 5.297 0.471 0.01 -0.02 0.02
C 0.086 4.170 -0.200 -0.02 0.04 -0.02
H -1.251 2.263 -2.848 0.03 0.03 -0.02
H -1.367 0.500 -2.899 0.00 0.01 0.02
H -0.410 1.772 -5.066 0.03 -0.02 -0.03
H 0.449 0.334 -4.495 -0.01 -0.01 0.02
H 1.139 3.248 -3.915 -0.02 0.00 0.02
H 2.236 1.980 -4.468 0.00 0.05 -0.02
H 1.952 2.652 -1.801 0.03 0.00 0.01
H 2.409 1.024 -2.316 0.00 0.00 0.00
H -0.295 0.541 2.376 0.00 0.02 -0.02
H -0.003 2.287 2.296 0.05 0.03 0.00
H 1.890 0.089 3.197 -0.01 0.01 0.00
H 1.679 1.703 3.886 0.02 -0.02 0.02
H 3.810 1.239 2.278 0.01 0.04 0.02
H 2.874 2.720 1.997 -0.02 0.00 -0.01
H 2.663 0.036 0.555 -0.01 0.01 -0.04
H 2.781 1.637 -0.173 0.00 0.07 0.01
H -2.482 2.504 0.992 0.02 0.00 0.00
H -2.877 3.645 -0.292 0.00 0.00 0.00
H -1.297 4.213 2.250 0.00 -0.01 0.00
H -2.613 5.167 1.561 0.01 0.01 0.01
H -0.065 5.951 1.057 -0.01 0.03 -0.01
H -1.207 5.903 -0.287 0.00 -0.01 -0.01
H 0.974 3.905 0.388 -0.02 -0.01 0.02
H 0.421 4.456 -1.200 0.01 0.00 0.01
Se -0.542 -7.621 -1.396 0.12 0.02 0.19
Sb 0.691 -6.064 -0.025 -0.04 0.29 -0.11
Se -1.018 -3.924 -0.640 0.20 0.82 -0.23
Se 2.878 -5.412 -0.847 -0.11 -0.09 0.01
Se 0.300 -5.872 2.355 0.14 -0.13 0.00

***

24
Properties=species:S:1:pos:R:3:forces:R:3 method="wB97M-V/def2-TZVPD" homo_lumo_gap_ev=8.998 largest_force_ev_per_a=5.5 total_charge=0 lumo_energy_ev=0.46 homo_ev=-8.54
C 3.823 -1.757 0.012 -1.71 1.96 0.65
C 3.184 -0.336 -0.046 -4.44 -2.45 -2.13
C 3.959 0.794 0.067 0.77 0.95 1.02
N 4.670 1.602 0.463 0.60 0.89 -0.25
N 1.900 -0.184 -0.424 -0.63 0.14 0.14
N 0.672 -0.112 -0.588 1.30 0.70 0.40
C -0.532 0.165 -1.038 2.63 -1.18 3.63
C -1.712 0.374 -0.089 -0.50 -0.70 0.75
C -1.610 1.798 0.540 -0.88 -2.12 -2.14
C -1.819 -0.675 1.077 -0.10 4.40 0.80
C -3.018 0.198 -0.927 2.14 -3.42 -0.85
H 3.224 -2.294 0.745 0.27 -0.36 0.02
H 4.832 -1.620 0.349 0.55 -0.39 -0.09
H 3.685 -2.188 -0.961 0.45 -0.47 -0.37
H -0.753 0.067 -2.032 -0.17 -0.03 -2.68
H -1.365 2.353 -0.295 1.56 1.83 -1.39
H -1.107 2.001 1.412 2.15 -0.14 1.65
H -2.519 2.233 0.729 -3.02 0.38 0.67
H -1.690 -1.665 0.973 0.12 -3.59 -1.53
H -1.043 -0.435 1.780 0.52 0.38 0.54
H -2.750 -0.488 1.623 0.00 -0.07 -0.19
H -3.142 0.660 -1.896 0.63 0.37 -0.30
H -3.831 0.492 -0.371 -1.95 0.44 1.48
H -3.059 -0.983 -1.103 -0.30 2.49 0.18

***

14
Properties=species:S:1:pos:R:3:forces:R:3 method="wB97M-V/def2-TZVPD" homo_lumo_gap_ev=10.713 largest_force_ev_per_a=8.7 total_charge=+1 lumo_energy_ev=-4.12 homo_ev=-14.83
Cs 2.401 -0.345 -0.380 7.54 -4.24 -0.32
O 1.633 -0.224 2.100 -0.25 -0.20 0.82
H 1.167 0.587 1.896 -0.06 0.49 0.83
H 2.552 -0.024 1.922 0.33 0.25 1.31
C -0.525 -0.292 -1.410 -1.63 -0.42 0.82
C -1.550 -0.059 -0.315 -0.74 1.30 1.37
O -1.029 -0.315 1.019 0.27 -0.29 -1.36
O 0.611 0.561 -1.310 -4.22 2.59 -2.01
H -1.039 -0.147 -2.360 0.57 -0.15 -0.15
H -0.196 -1.313 -1.220 0.10 -0.39 -0.64
H -2.515 -0.557 -0.413 0.53 -0.81 -0.28
H -1.897 0.971 -0.243 0.26 0.44 -0.68
H -0.376 0.384 1.098 -0.38 0.03 0.71
H 0.761 0.774 -0.386 -2.31 1.40 -0.43

***

The records above give, respectively, energy relative to the best compared isomer or geometry (same formula, charge and spin) values of 109.7, 529.8, 393.5 kJ/mol.